(1)
{
  "formula": "H24O12",
  "method": "ωB97M-V/def2-TZVPD",
  "symbols": ["O", "H", "H", "O", "H", "H", "O", "H", "H", "O", "H", "H", "O", "H", "H", "O", "H", "H", "O", "H", "H", "O", "H", "H", "O", "H", "H", "O", "H", "H", "O", "H", "H", "O", "H", "H"],
  "xyz": [[-1.305965, 0.045935, 1.594277], [-1.535089, 0.005317, 0.658947], [-0.381472, -0.225314, 1.621247], [-0.874979, 4.416750, 2.492923], [-0.581162, 4.170298, 3.377187], [-1.638999, 3.851187, 2.333544], [1.731119, 0.364872, -1.460660], [2.376565, -0.286312, -1.163425], [1.701676, 1.009566, -0.744774], [-3.672023, -3.365219, 1.685930], [-4.138640, -3.630197, 2.486582], [-4.237220, -3.678156, 0.970659], [1.898387, 2.995356, -0.043020], [2.035554, 2.185233, 0.460842], [1.044306, 3.320354, 0.263431], [4.185554, 0.111377, -0.957665], [5.088922, 0.212764, -0.637294], [3.700466, -0.215903, -0.191789], [0.130165, -3.059483, -0.841370], [-0.365676, -3.884786, -0.796578], [0.638816, -3.046775, -0.022772], [-4.508166, 2.221877, -1.866935], [-4.949446, 1.374203, -1.992275], [-3.964336, 2.322148, -2.656355], [-1.831851, -1.243955, -1.585702], [-1.598340, -0.567710, -0.939826], [-1.705904, -0.809035, -2.436567], [2.515134, -2.194927, -0.353990], [2.932485, -1.802429, 0.421093], [3.165332, -2.830457, -0.673888], [-0.408503, 1.318933, -2.653364], [0.040481, 1.015101, -1.856438], [0.263854, 1.825613, -3.122620], [1.755017, -0.709170, 3.069225], [0.886237, -0.526545, 3.444538], [1.607704, -0.690497, 2.116891]],
  "forces_ev_per_angstrom": [[0.2933, 0.1721, 0.0114], [-0.1448, 0.0029, 0.3519], [-0.2516, -0.0524, -0.1314], [0.0302, -0.1875, 0.0515], [0.0030, 0.0708, -0.0772], [0.0025, 0.0437, -0.0501], [-0.5007, -0.0801, 0.7073], [-0.6387, -0.2690, -0.8005], [0.1871, 0.2966, -0.5133], [-0.1588, -0.1419, 0.0571], [0.0740, 0.0554, -0.0453], [0.1059, 0.0847, -0.0105], [-0.1129, -0.3122, 0.0218], [0.1858, 0.4193, 0.3437], [-0.0727, 0.1626, 0.0810], [0.8517, 0.0357, 0.4535], [0.0687, 0.0310, -0.0771], [0.5340, 0.1836, 0.0200], [-0.0603, -0.5656, 0.2597], [-0.1899, 0.1774, -0.0484], [0.0826, -0.0058, -0.2667], [-0.0467, -0.1005, -0.1348], [0.0516, 0.0642, 0.0660], [0.0535, 0.0143, 0.1091], [-0.4615, 0.1966, 0.0136], [0.0154, -0.2503, -0.5360], [0.1647, 0.1593, 0.0418], [0.3626, 0.2926, 0.5453], [0.1029, -0.4590, 0.1812], [-0.0396, -0.0197, -0.1443], [-0.6588, 0.4134, -0.1332], [0.1974, -0.2343, -0.4367], [-0.0271, -0.1683, 0.1099], [-0.0460, 0.0911, -0.2800], [0.0242, -0.0405, 0.1558], [0.0186, -0.0804, 0.1038]],
  "smiles": "O.O.O.O.O.O.O.O.O.O.O.O",
  "lumo_energy_ev": -0.492,
  "e_homo_ev": -10.39,
  "e_above_lowest_kcal_mol": 90.19,
  "orbital_gap_ha": 0.3638,
  "largest_force_ev_per_a": 1.06,
  "energy_ha": -917.1816
}

---

(2)
{
  "formula": "C40H108N8O12",
  "method": "ωB97M-V/def2-TZVPD",
  "symbols": ["C", "C", "O", "H", "H", "H", "H", "H", "H", "C", "C", "O", "H", "H", "H", "H", "H", "H", "C", "O", "C", "C", "N", "C", "C", "O", "C", "H", "H", "H", "H", "H", "H", "H", "H", "H", "H", "H", "H", "H", "H", "H", "C", "O", "C", "C", "N", "C", "C", "O", "C", "H", "H", "H", "H", "H", "H", "H", "H", "H", "H", "H", "H", "H", "H", "H", "C", "C", "C", "O", "C", "N", "H", "H", "H", "H", "H", "H", "H", "H", "H", "H", "H", "C", "C", "C", "O", "C", "N", "H", "H", "H", "H", "H", "H", "H", "H", "H", "H", "H", "C", "C", "C", "O", "C", "N", "H", "H", "H", "H", "H", "H", "H", "H", "H", "H", "H", "C", "C", "C", "O", "C", "N", "H", "H", "H", "H", "H", "H", "H", "H", "H", "H", "H", "C", "C", "C", "O", "C", "N", "H", "H", "H", "H", "H", "H", "H", "H", "H", "H", "H", "C", "C", "C", "O", "C", "N", "H", "H", "H", "H", "H", "H", "H", "H", "H", "H", "H"],
  "xyz": [[6.741790, 6.892580, 4.094050], [6.227730, 8.269860, 4.587100], [4.974910, 8.499820, 4.146660], [6.433860, 6.720960, 3.062630], [6.236550, 6.114310, 4.666000], [7.812300, 6.776140, 4.263030], [6.910460, 9.037800, 4.223450], [6.311880, 8.254670, 5.673740], [4.662550, 9.146520, 4.783690], [4.020330, 14.571940, 4.432770], [2.808400, 15.212480, 5.002010], [2.598940, 16.388200, 4.247550], [4.907290, 15.175550, 4.625240], [3.761100, 14.448190, 3.381300], [4.015580, 13.539030, 4.780870], [2.927320, 15.455750, 6.057840], [1.991440, 14.491680, 5.035620], [1.736230, 16.739450, 4.479850], [6.484280, 10.837900, 0.904310], [6.302600, 12.113440, 1.576020], [7.390630, 13.109640, 1.240120], [6.979730, 14.466170, 1.883340], [6.777610, 14.402310, 3.290570], [6.445880, 15.703400, 3.875060], [7.099750, 15.921010, 5.266380], [6.685720, 15.000720, 6.245740], [7.581220, 13.868560, 6.309640], [5.788660, 10.053840, 1.203400], [7.492890, 10.519290, 1.167570], [6.414060, 10.998010, -0.171570], [7.538030, 13.341370, 0.185290], [8.343660, 12.748160, 1.626330], [6.044720, 14.855450, 1.480460], [7.728060, 15.206850, 1.601410], [6.116930, 13.679080, 3.536620], [5.405100, 16.007640, 3.764030], [6.731660, 16.432570, 3.116940], [6.715390, 16.872870, 5.632890], [8.156210, 16.142990, 5.115670], [8.613780, 14.217450, 6.324140], [7.163480, 13.174440, 5.580400], [7.309710, 13.459230, 7.282690], [6.129040, 9.751280, 6.582990], [5.146070, 9.915030, 5.560530], [5.417200, 11.091570, 4.866540], [4.317520, 11.222100, 3.852130], [4.466540, 12.549870, 3.224430], [3.746540, 12.398910, 1.961410], [3.705260, 13.800500, 1.289170], [3.416780, 13.802490, -0.086350], [4.565810, 13.426510, -0.853250], [6.198990, 10.550010, 7.321390], [7.079420, 9.595870, 6.072370], [5.854020, 8.868390, 7.160010], [6.430720, 11.077220, 4.465720], [5.592790, 11.915230, 5.558530], [3.325490, 11.386500, 4.272790], [4.407730, 10.337410, 3.221840], [3.981920, 13.288700, 3.713700], [2.719160, 12.054890, 2.080610], [4.258560, 11.611060, 1.408930], [4.654400, 14.301500, 1.479510], [2.924660, 14.406360, 1.749280], [5.373570, 14.154140, -0.774670], [4.148280, 13.415180, -1.860050], [4.839170, 12.420960, -0.533520], [4.058360, 15.731490, 0.309740], [3.817680, 16.690740, 1.482100], [2.360370, 16.993850, 1.876220], [1.567410, 17.493220, 0.845140], [2.032340, 18.653990, 0.214130], [4.621580, 16.086700, 2.563820], [4.964930, 15.962180, -0.249750], [3.380140, 16.039780, -0.485920], [4.039750, 14.655570, 0.483390], [4.357160, 17.613420, 1.268260], [2.446710, 17.717190, 2.687030], [1.815140, 16.131530, 2.259930], [2.793670, 19.307290, 0.640380], [1.231920, 19.305820, -0.135950], [2.413910, 18.266040, -0.730340], [5.035660, 16.754050, 3.198860], [4.044370, 15.532260, 3.179880], [-0.190400, 12.384400, 1.181100], [1.118980, 11.601410, 1.072330], [1.408530, 10.503850, 2.125230], [2.791700, 10.014720, 2.037360], [3.129550, 9.017750, 2.919790], [1.297090, 11.083800, -0.287900], [-1.057940, 11.736450, 1.056060], [-0.113740, 13.153190, 0.412220], [-0.327050, 12.966280, 2.092600], [1.910270, 12.334610, 1.228460], [0.696220, 9.685920, 2.017010], [1.298110, 10.955010, 3.111310], [2.554030, 8.101840, 2.785720], [3.002520, 9.300600, 3.964760], [4.159090, 8.704100, 2.747190], [1.918710, 11.706180, -0.784220], [1.876950, 10.269840, -0.141900], [7.539720, 10.683020, 7.643300], [7.596920, 10.377250, 9.144580], [6.281110, 10.848460, 9.806430], [6.422220, 12.264350, 9.879550], [5.335600, 13.064680, 10.297340], [7.857340, 9.019160, 9.440040], [8.511200, 10.711820, 7.149830], [7.204800, 11.704940, 7.465510], [6.931280, 9.893360, 7.202460], [8.367200, 11.002740, 9.595730], [6.032780, 10.331480, 10.733340], [5.342360, 10.763590, 9.259020], [4.893470, 12.578920, 11.167200], [4.554600, 13.116600, 9.538760], [5.866080, 13.965460, 10.606020], [8.264610, 8.765250, 10.328730], [8.586680, 8.725770, 8.805940], [1.840170, 14.311880, -0.884040], [1.640920, 12.823960, -1.335350], [1.050130, 12.626340, -2.813330], [-0.340970, 13.071140, -3.079590], [-1.253020, 12.144480, -2.636500], [3.048160, 12.463540, -1.407160], [2.268000, 14.542940, 0.091500], [0.842860, 14.734930, -0.763600], [2.461780, 14.951140, -1.510980], [1.086420, 12.307930, -0.551550], [1.159050, 11.564990, -3.036450], [1.719350, 13.204110, -3.450850], [-1.153100, 11.200580, -3.172370], [-2.269520, 12.503140, -2.798350], [-1.116960, 11.913080, -1.580080], [3.290700, 12.989760, -0.579900], [3.456850, 13.045330, -2.124510], [6.663060, 14.077560, -2.251990], [7.609890, 14.662850, -1.259010], [7.036110, 15.306030, 0.056730], [6.346680, 16.568450, -0.194680], [6.288810, 17.352880, 0.873490], [8.616000, 13.600080, -0.956250], [5.986650, 14.908560, -2.451990], [6.058000, 13.282600, -1.816050], [7.130650, 13.830230, -3.205030], [8.066580, 15.530970, -1.734300], [7.791760, 15.474390, 0.824020], [6.347760, 14.605680, 0.529780], [7.266100, 17.443130, 1.347690], [5.667020, 16.902270, 1.647060], [5.882840, 18.304110, 0.529360], [9.196930, 14.074650, -0.279940], [9.221600, 13.515270, -1.760100], [7.716190, 11.790330, -2.421630], [7.167100, 10.664970, -1.562610], [5.685950, 10.979190, -1.284320], [5.126550, 10.140830, -0.224210], [3.682880, 10.274720, -0.042780], [7.208170, 9.417530, -2.300820], [8.547640, 11.429490, -3.027100], [8.149200, 12.593260, -1.825050], [7.074600, 12.254300, -3.170760], [7.672280, 10.477660, -0.615080], [4.955390, 10.907810, -2.090100], [5.659230, 12.006260, -0.920310], [3.587090, 10.029960, 1.015060], [3.196460, 9.587070, -0.734600], [3.257980, 11.257770, -0.245700], [6.846030, 8.683530, -1.709040], [8.134420, 9.164060, -2.613730]],
  "forces_ev_per_angstrom": [[-0.7683, 0.3870, 0.3169], [2.4684, -3.2369, -0.8785], [0.7602, -5.7255, -3.0493], [0.4439, 0.1250, -0.1606], [-0.0319, -0.0793, 0.1178], [0.0381, 0.0415, -0.2824], [0.4256, 0.2238, -0.1342], [0.0593, -1.4260, -1.3110], [-1.1125, -0.5461, -0.0853], [-2.5936, 0.0625, 3.6627], [-0.2004, 0.2300, 1.5685], [-0.7397, -0.3357, 1.4681], [-0.8348, -1.4412, 0.5336], [-0.0688, -0.2418, 1.0074], [0.5061, 1.4614, 2.7198], [0.3565, 0.1622, 0.2355], [-0.5928, 0.1370, -0.6909], [-0.1367, 0.2306, -0.0209], [3.9571, 2.3842, 4.8450], [2.0498, 1.3300, -0.8720], [-2.3892, -0.5909, 1.8385], [-0.7624, -3.8739, 8.5942], [0.9318, 0.0134, 2.0552], [3.2103, -0.3391, 0.9302], [-1.4207, 1.6515, -1.3134], [1.3621, -0.0734, -0.3208], [-2.2744, 0.5360, 1.0978], [1.1766, 0.8859, 2.3205], [0.8833, -0.3304, 0.2545], [2.9583, 1.2222, 6.1524], [-0.9585, -1.9985, 1.3277], [0.0482, -0.0476, 0.2459], [-0.1884, -0.0421, 3.7158], [-0.6762, -2.7229, 7.6776], [-0.2202, -0.2879, -0.1426], [3.5462, -2.1428, 3.8465], [1.5053, 0.3414, 0.6222], [-0.1724, 0.3438, 0.0334], [0.4886, -0.9276, 0.5014], [0.0344, -0.5288, -0.5698], [1.3792, -0.1912, -0.4143], [0.4984, -0.0249, 0.1924], [-12.3395, -1.3285, -6.8483], [-0.6379, 4.8684, 4.8504], [0.1212, 0.6447, 0.4947], [1.1711, 2.8021, 0.7430], [-0.1208, -2.6295, -2.8437], [0.7321, 0.9470, -0.0621], [-0.5736, -6.6818, 6.0780], [9.1837, -0.9667, 7.3354], [7.0392, 4.4764, 2.0816], [-6.9097, 1.1509, -2.4564], [-0.8318, 0.3500, -1.5062], [0.1340, -0.0061, 0.3397], [0.0612, -0.5054, -1.0560], [-1.0664, 0.4400, 0.4166], [-0.2189, -1.5124, 0.7605], [0.2559, 1.6302, 0.0046], [0.3563, -3.7047, -1.7192], [2.0380, 0.4885, 1.3982], [-0.2346, 1.0760, 0.0291], [-0.2727, -1.5976, 1.2371], [-0.2121, -0.0857, -0.0458], [-1.2231, -0.1458, 1.3446], [7.2766, 3.9558, 1.7166], [-1.6908, 2.5758, 0.8212], [-0.2881, 6.7371, -1.5960], [-0.2698, -0.6398, -0.5619], [0.5845, 0.1594, -0.2247], [-0.5583, 0.5409, 0.3653], [0.0514, -0.2053, -2.2096], [-3.7140, 2.1216, -2.7631], [-1.1517, 0.0190, 0.9055], [-0.5595, -0.1679, 0.1655], [2.8109, 10.4697, -1.7637], [-1.6314, 0.2273, 0.0424], [-0.2995, 0.3083, -0.0682], [0.0906, 0.0013, -0.3139], [0.0495, -0.4505, 0.8130], [-0.5089, -0.1174, 0.6029], [0.6790, 0.4095, -0.3139], [-1.9537, 2.4959, -1.9296], [0.3095, 1.9241, -1.7231], [-0.0223, -0.2152, 0.4289], [0.1200, 0.0190, 0.3711], [0.1216, 0.2214, -0.1165], [-5.8017, 0.1535, 3.6174], [-1.6420, -2.1127, -0.3941], [-0.9674, -9.8807, 3.8515], [-0.0658, 0.1147, -0.2361], [-0.5971, -0.1739, -0.1209], [0.2424, -0.2670, 0.3959], [-1.5686, 0.1539, -0.7771], [0.0885, -0.2185, 0.0097], [-0.2030, -0.0366, 0.3144], [-0.5522, -0.1216, -0.2412], [-0.2162, 0.0284, -0.1943], [-0.8147, 0.4620, -0.5684], [1.5544, -5.4618, 1.0564], [-1.3558, -1.2099, 0.0831], [8.8373, 1.2499, 6.2270], [-0.1995, 2.3188, 0.9788], [-0.7398, 1.2650, -0.5847], [1.0780, -0.1653, 0.1918], [0.7452, -1.3431, 0.6248], [0.4701, -2.2198, -1.1536], [0.8206, -0.3802, 0.2269], [-0.6833, -0.4544, 0.0438], [12.0800, 0.7191, 7.8102], [-0.0361, 0.4872, 0.2500], [0.5953, 0.2315, 0.6160], [0.0045, -0.9453, -0.8005], [-0.2495, 0.2505, 0.3508], [0.0751, 0.5589, -0.2234], [-0.8929, 0.4223, -0.2746], [-0.3966, 0.7292, 0.4896], [-0.0069, -0.3931, -0.3806], [-7.6188, 2.9202, -1.4197], [-1.1062, 10.9897, -4.5599], [-0.9285, 0.9656, 1.5534], [2.8813, 0.4537, 0.0758], [-0.6957, -0.9676, 0.5084], [-8.2671, -9.5513, -9.8831], [-4.6421, 1.3279, -0.4623], [-0.7411, 0.6233, -1.1524], [-0.5388, -0.0494, -0.6070], [-2.1184, 5.5722, -2.7325], [-0.1343, -0.1348, -0.1231], [-0.2962, 0.0725, -0.2773], [0.0146, -0.2974, -0.1794], [0.0790, 0.2301, -0.0224], [-0.1041, -0.0008, 0.2161], [-3.8265, -6.9092, -1.2095], [-6.1888, -3.5344, -2.7465], [-1.1271, 2.1156, -0.7176], [0.9139, 1.5611, -0.5255], [0.1705, 2.1582, -9.4771], [4.0150, -2.2755, -4.0753], [0.9051, 1.7813, 2.3534], [2.8187, 4.3255, 0.9039], [-0.4819, 0.0642, -0.2416], [1.4249, 0.2193, -1.6071], [-0.0846, 0.4981, 0.3675], [0.4233, -0.0137, -0.3543], [0.7368, 2.6042, -7.5961], [0.9466, 1.3879, -4.8332], [0.6586, 0.7043, -0.1114], [1.6200, 0.7458, -0.8511], [0.3541, 0.3185, 0.3112], [0.7575, -0.1284, 0.6227], [0.6214, 0.5328, -0.2119], [0.9531, -1.3705, -1.3124], [-0.1487, -1.1684, -3.1069], [-1.3379, -1.7272, -2.3267], [-6.2948, -1.4685, -7.1898], [3.3088, -1.5039, -1.8409], [-0.4183, -0.7290, -0.7864], [0.3899, -0.5262, -0.0109], [-1.6299, -2.7232, -1.0489], [-0.2886, -1.5683, 0.2698], [0.9274, 0.6623, -1.0852], [0.5920, -0.0774, -0.7191], [2.2941, -2.3648, -1.3591], [0.7948, -0.2994, -2.8395], [-0.0396, -0.3577, -0.1322], [1.8601, -1.3292, 0.4022], [0.0302, -0.2906, -0.0517], [0.1207, 0.0562, 0.1547]],
  "lumo_energy_ev": 0.221,
  "e_homo_ev": -7.21,
  "e_above_lowest_kcal_mol": 1873.67,
  "orbital_gap_ha": 0.2732,
  "largest_force_ev_per_a": 16.04,
  "energy_ha": -2926.5431
}